[1]
Below is a 2-piece molecular cluster, C5H11NO overall at a distorted geometry, with properties calculated with the ωB97M-V functional and the def2-TZVPD basis.

Structure (XYZ):
```
18
Properties=species:S:1:pos:R:3:forces:R:3
C 0.913 -0.737 0.885 -1.23 0.65 1.15
O -0.395 -0.549 3.097 -0.47 0.27 -0.93
C -0.162 0.254 0.407 0.95 1.34 -0.52
C -0.502 0.002 -1.139 1.07 -0.23 1.48
C 0.746 0.260 -1.912 0.59 0.27 -0.25
C 0.849 0.717 -3.145 -0.25 0.82 -0.44
N -1.354 0.258 1.139 -0.08 -0.92 -0.10
H 1.874 -0.338 1.200 0.38 -0.07 -1.14
H 0.827 -1.695 0.394 0.46 -0.33 0.17
H 0.397 -0.649 1.966 0.74 -1.37 -0.03
H 0.283 1.250 0.471 -0.16 0.16 0.08
H -1.306 0.665 -1.421 -0.40 -0.32 -0.30
H -0.695 -1.074 -1.139 -0.64 0.14 -0.53
H 1.702 0.115 -1.418 -0.16 -0.65 0.21
H 1.806 0.794 -3.640 0.21 0.03 0.15
H 0.043 1.184 -3.700 -0.35 -0.50 -0.04
H -1.079 -0.002 2.621 -0.55 0.60 1.23
H -1.760 -0.685 1.059 -0.10 0.13 -0.19
```
Forces are in eV/Å.

Results
Orbital gap ... 6.34 eV
Multiplicity ... 1
Relative energy (zero: lowest compared OMol25 entry of this formula, charge and spin) ... 778.0 kJ/mol



[2]
Below is a 2-piece molecular cluster, C2H3BrNO overall at a distorted geometry, with properties calculated with the ωB97M-V functional and the def2-TZVPD basis.

Structure (XYZ):
```
8
Properties=species:S:1:pos:R:3:forces:R:3
C 0.171 0.396 0.356 0.35 -0.32 0.25
C -0.840 0.250 -0.700 -0.33 -0.97 0.01
N -0.080 1.396 -0.646 -0.39 4.25 1.66
O -0.640 2.960 0.249 0.76 -3.31 -1.80
Br -2.720 -0.022 -0.126 -0.03 0.24 -0.01
H -0.196 0.579 1.362 -0.10 0.11 -0.04
H 1.126 -0.128 0.311 0.01 -0.03 -0.03
H -0.698 -0.390 -1.565 -0.27 0.02 -0.03
```
Forces are in eV/Å.

Results
Orbital gap (spin up / spin down) ... 7.12 / 7.12 eV
Multiplicity ... 1
Net charge ... -1
Relative energy (zero: lowest compared OMol25 entry of this formula, charge and spin) ... 364.9 kJ/mol



[3]
Below is C39H45N5P2Tc as an isolated structure at a distorted geometry, with properties calculated with the ωB97M-V functional and the def2-TZVPD basis.

Structure (XYZ):
```
92
Properties=species:S:1:pos:R:3:forces:R:3
Tc -2.212 -2.159 -0.840 3.49 1.29 3.66
C -1.080 -2.801 -2.372 0.42 -0.52 -1.26
C -1.437 -1.414 -2.548 0.14 -0.06 -1.50
C -2.530 -1.023 -3.509 -0.28 0.43 -0.45
C -3.936 -1.544 -3.086 -0.12 1.04 -0.64
C -4.038 -2.107 -1.681 -1.58 -0.34 0.27
C -3.632 -3.480 -1.263 -1.31 -0.29 -1.25
C -3.029 -4.492 -2.226 0.50 -0.92 -0.20
C -1.830 -3.944 -3.051 -0.11 -0.64 -0.50
C -1.089 -1.927 0.977 -1.06 -0.13 0.38
H 0.009 -2.945 -2.321 -0.30 -0.02 0.67
H -0.584 -0.724 -2.526 -0.22 -0.19 0.52
H -2.299 -1.380 -4.535 0.04 0.14 0.58
H -2.550 0.077 -3.575 -0.08 -0.38 0.00
H -4.612 -0.672 -3.117 0.19 -0.43 0.00
H -4.310 -2.220 -3.862 0.00 -0.26 0.39
H -4.903 -1.649 -1.157 0.66 -0.58 0.09
H -4.303 -3.961 -0.524 0.62 0.65 0.02
H -3.777 -4.909 -2.928 0.15 0.24 0.43
H -2.639 -5.362 -1.646 -0.50 0.64 -0.21
H -1.119 -4.774 -3.197 -0.31 0.35 -0.02
H -2.192 -3.683 -4.063 0.32 0.24 0.40
H -0.927 -2.978 1.289 -0.08 0.17 -0.25
H -1.689 -1.449 1.776 0.17 -0.13 -0.38
H -0.101 -1.418 0.975 -0.68 -0.04 -0.64
P -1.970 1.400 0.052 -2.32 -1.04 0.75
P 1.400 1.298 -0.938 2.00 -2.12 -1.81
N -3.940 1.487 0.312 1.17 -0.28 -0.68
N -1.686 2.535 1.283 0.55 0.76 0.83
N 2.022 -0.169 -2.028 -0.85 0.10 0.86
N 2.875 2.171 -1.319 0.55 1.12 0.89
C -1.329 2.266 -1.476 -0.81 0.57 -0.16
C 0.175 2.198 -1.967 -0.42 -0.01 -0.38
C -4.558 0.435 1.000 -0.45 0.15 -0.17
C -5.882 0.765 1.284 1.07 0.11 -0.54
C -6.108 2.068 0.746 1.29 -0.12 -0.30
C -4.901 2.482 0.176 -0.43 -0.11 0.15
C -2.224 2.381 2.581 0.52 1.13 -0.24
C -2.086 3.573 3.262 0.42 -0.73 -0.93
C -1.396 4.493 2.393 0.13 -1.06 -0.80
C -1.157 3.833 1.195 -0.54 0.13 1.16
C 2.503 -1.277 -1.334 0.00 -0.53 -0.61
C 2.961 -2.248 -2.219 -0.54 1.09 0.13
C 2.759 -1.731 -3.537 -0.57 1.13 0.79
C 2.185 -0.460 -3.389 0.19 -0.61 0.07
C 4.193 1.664 -1.374 -0.13 0.07 -0.30
C 5.095 2.679 -1.130 -0.91 -0.15 0.20
C 4.324 3.857 -0.821 -0.19 -0.43 0.09
C 2.998 3.512 -0.907 0.13 -0.25 -0.37
H -1.627 3.307 -1.297 0.18 -0.10 -0.52
H -1.968 1.897 -2.305 0.21 0.16 0.54
H 0.218 1.772 -2.985 -0.12 0.11 0.37
H 0.544 3.227 -2.103 -0.06 -0.27 0.18
H -4.035 -0.488 1.222 0.07 0.21 0.04
H -6.591 0.130 1.802 0.15 0.14 -0.09
H -7.034 2.632 0.763 0.28 -0.08 0.01
H -4.678 3.417 -0.323 0.03 -0.16 0.10
H -2.652 1.444 2.884 -0.22 -0.05 -0.02
H -2.411 3.751 4.274 -0.01 0.03 -0.03
H -1.075 5.494 2.630 -0.10 0.02 -0.04
H -0.653 4.154 0.302 -0.02 0.16 0.00
H 2.507 -1.290 -0.257 -0.02 0.12 -0.11
H 3.382 -3.205 -1.955 0.05 0.07 0.03
H 3.015 -2.220 -4.472 -0.11 0.24 0.20
H 1.899 0.223 -4.178 0.03 0.09 0.24
H 4.370 0.639 -1.692 -0.08 0.35 0.17
H 6.180 2.594 -1.164 -0.43 0.01 -0.06
H 4.699 4.841 -0.562 -0.06 -0.22 -0.15
H 2.107 4.118 -0.793 0.22 0.01 0.08
C 2.828 -4.287 3.871 0.01 -0.19 0.06
C 2.232 -4.216 2.603 -0.16 0.58 -0.57
C 2.130 -2.999 1.941 0.06 -0.53 0.03
C 2.629 -1.796 2.528 -0.38 -0.02 -0.59
C 3.183 -1.884 3.843 -0.01 -0.18 0.50
C 3.289 -3.114 4.488 0.00 0.82 -0.23
N 2.507 -0.651 1.820 0.85 0.62 2.18
C 2.878 0.608 2.231 -0.47 -0.71 -0.75
C 1.867 1.590 2.428 -0.54 0.49 0.42
C 2.201 2.867 2.850 -0.87 -0.71 -0.20
C 3.544 3.233 2.991 0.12 0.35 0.02
C 4.557 2.317 2.684 0.35 -1.09 -0.20
C 4.234 1.012 2.333 0.90 0.51 -0.27
H 2.925 -5.253 4.384 -0.07 0.50 -0.26
H 1.835 -5.102 2.107 0.18 0.15 0.28
H 1.641 -2.916 0.969 0.25 -0.19 0.23
H 3.507 -0.969 4.337 0.02 -0.24 -0.10
H 3.726 -3.135 5.487 -0.13 -0.10 -0.33
H 0.832 1.278 2.257 0.30 0.29 0.20
H 1.403 3.578 3.068 0.22 -0.16 -0.12
H 3.798 4.242 3.328 -0.07 -0.38 -0.18
H 5.607 2.610 2.724 -0.36 -0.08 0.09
H 5.006 0.278 2.096 -0.14 0.27 0.11
```
Forces are in eV/Å.

Results
Orbital gap (spin up / spin down) ... 5.62 / 3.62 eV
Multiplicity ... 4
Net charge ... +2
Relative energy (zero: lowest compared OMol25 entry of this formula, charge and spin) ... 0.0 kJ/mol



[4]
Below is C34H37AsCl2F6GeN8NaO5S2Se as an isolated structure at a distorted geometry, with properties calculated with the ωB97M-V functional and the def2-TZVPD basis.

Structure (XYZ):
```
98
Properties=species:S:1:pos:R:3:forces:R:3
Na 0.032 0.244 0.298 -0.93 0.93 -2.00
S 5.720 3.769 -3.851 -0.67 -0.41 0.51
N 5.741 2.370 -3.043 0.34 -0.42 0.11
C 4.550 2.178 -2.498 0.18 0.90 -0.60
C 4.120 1.027 -1.763 -0.38 -0.53 0.39
C 4.951 -0.077 -1.563 -0.22 -0.02 0.04
C 4.417 -1.197 -0.973 0.06 0.12 -0.07
C 3.082 -1.164 -0.565 0.16 -0.25 0.10
N 2.301 -0.113 -0.690 -0.14 0.18 0.05
C 2.791 0.975 -1.290 1.06 -0.32 -0.21
C 1.897 2.102 -1.500 0.09 0.99 -0.31
N 0.676 2.028 -0.975 0.21 0.12 0.10
C -0.182 2.990 -1.223 -0.09 0.36 -0.25
C 0.109 4.105 -2.007 0.06 -0.04 0.00
C 1.378 4.227 -2.523 0.02 -0.22 0.10
C 2.305 3.214 -2.274 -0.76 -0.14 0.43
C 3.641 3.241 -2.785 1.11 -0.05 -0.33
N 4.189 4.183 -3.538 -0.39 0.43 -0.07
H 5.979 -0.021 -1.890 0.04 -0.09 -0.06
H 5.005 -2.090 -0.836 0.02 -0.10 0.08
H 2.635 -2.034 -0.104 0.01 -0.05 0.07
H -1.156 2.865 -0.779 -0.28 0.05 0.00
H -0.644 4.851 -2.201 -0.11 0.08 0.04
H 1.675 5.076 -3.118 0.01 0.10 -0.08
Cl 0.778 0.679 -3.926 0.00 0.17 -0.44
C 0.594 -0.821 -3.094 -0.29 0.05 0.20
C 1.556 -1.803 -3.290 0.02 -0.60 0.10
C 1.474 -2.991 -2.612 0.10 0.34 -0.30
Cl 2.719 -4.172 -2.831 0.20 -0.19 -0.03
C 0.399 -3.250 -1.740 -0.17 0.22 0.06
C 0.223 -4.451 -1.024 -0.19 -0.07 0.16
C -0.881 -4.620 -0.231 0.31 -0.09 -0.15
C -1.818 -3.581 -0.166 0.00 0.01 -0.08
N -1.661 -2.447 -0.795 -0.26 -0.22 0.23
C -0.582 -2.238 -1.557 0.57 -0.39 -0.26
C -0.467 -0.951 -2.196 0.54 -0.42 -0.53
O -1.275 0.011 -1.951 -0.60 0.60 0.29
H 2.374 -1.618 -3.970 0.08 0.02 -0.03
H 0.963 -5.233 -1.118 0.03 -0.04 0.00
H -1.035 -5.534 0.323 -0.01 0.00 0.02
H -2.733 -3.692 0.402 -0.07 -0.03 0.14
F 0.311 -1.445 1.217 0.63 -0.88 1.38
As 1.030 -0.804 2.743 0.04 -0.64 1.35
F 2.646 -1.024 2.159 -0.47 0.05 -0.14
F 1.022 -2.435 3.359 0.01 0.62 -0.21
F 1.662 -0.131 4.209 -0.20 -0.15 -0.42
F -0.596 -0.573 3.380 0.52 -0.05 -0.43
F 0.968 0.808 1.991 0.46 -0.42 1.06
C -4.937 0.481 -5.488 0.47 -0.06 0.27
Ge -3.233 0.260 -4.468 -0.26 -0.13 -0.26
C -2.009 -0.767 -5.639 -0.29 0.29 0.36
C -2.560 2.088 -4.096 -0.17 -0.53 -0.02
C -3.785 -0.990 -2.954 0.20 0.39 -0.19
Se -3.448 -0.546 -1.105 -0.50 0.30 -0.26
C -3.973 1.296 -1.203 0.07 0.11 -0.01
H -4.772 1.113 -6.355 0.09 0.13 -0.13
H -5.716 0.942 -4.887 -0.08 0.08 0.16
H -5.311 -0.473 -5.849 -0.01 -0.19 0.01
H -1.848 -0.210 -6.558 0.01 0.09 -0.11
H -2.443 -1.729 -5.896 -0.13 -0.09 0.01
H -1.047 -0.933 -5.170 0.11 -0.04 0.09
H -2.274 2.532 -5.045 0.03 -0.01 -0.20
H -1.691 2.065 -3.453 0.17 -0.09 0.13
H -3.322 2.717 -3.648 -0.20 0.04 0.03
H -3.302 -1.955 -3.100 0.02 -0.05 -0.07
H -4.864 -1.130 -3.031 -0.01 -0.05 -0.01
H -4.818 1.407 -1.880 -0.02 0.04 -0.03
H -3.107 1.837 -1.571 -0.03 0.11 -0.04
H -4.229 1.634 -0.205 0.01 -0.01 -0.04
C -7.844 3.126 0.525 0.12 -0.17 -0.06
C -7.369 3.256 1.958 0.65 -0.38 0.11
S -5.816 2.309 2.120 -0.45 0.28 0.56
O -6.043 0.942 1.723 -0.35 -0.29 0.13
O -4.799 3.023 1.392 0.01 0.52 0.02
C -5.408 2.337 3.905 -0.27 0.16 -0.76
C -4.195 1.458 4.204 -0.34 -0.13 0.30
N -3.176 1.594 3.197 0.53 0.20 -0.03
C -2.820 0.673 2.276 0.14 0.07 0.04
N -1.880 1.131 1.464 -0.19 -0.18 -0.26
C -1.596 2.378 1.868 -0.48 0.54 0.86
C -2.392 2.704 2.949 0.73 -0.82 -1.01
N -2.419 3.911 3.646 0.16 0.59 0.05
O -1.632 4.768 3.297 0.11 0.11 -0.06
O -3.226 4.056 4.555 -0.08 -0.01 0.32
C -3.352 -0.700 2.233 -0.16 -0.17 0.04
H -8.662 3.814 0.323 -0.03 0.04 0.06
H -8.178 2.110 0.335 -0.04 -0.05 -0.09
H -7.023 3.354 -0.150 0.00 0.07 -0.17
H -8.087 2.856 2.667 -0.02 -0.03 0.16
H -7.111 4.282 2.203 0.04 0.10 0.16
H -6.286 1.983 4.437 -0.12 -0.04 0.05
H -5.193 3.375 4.154 -0.15 -0.05 -0.05
H -4.489 0.410 4.243 0.07 0.08 -0.04
H -3.771 1.748 5.171 -0.23 -0.10 -0.17
H -0.840 2.986 1.417 0.15 0.17 -0.03
H -3.258 -1.163 3.213 0.01 -0.13 0.06
H -2.756 -1.267 1.524 0.04 -0.07 0.07
H -4.397 -0.697 1.925 -0.01 -0.10 0.02
```
Forces are in eV/Å.

Results
Orbital gap (spin up / spin down) ... 7.07 / 6.31 eV
Multiplicity ... 2



[5]
Below is C2HF3N2O as an isolated structure at a distorted geometry, with properties calculated with the ωB97M-V functional and the def2-TZVPD basis.

Structure (XYZ):
```
9
Properties=species:S:1:pos:R:3:forces:R:3
C 2.420 0.088 0.194 -2.12 3.81 -2.24
C 1.916 1.062 -0.378 1.73 -0.96 0.56
N -1.316 -0.664 1.073 1.03 0.79 2.10
N -1.713 -0.932 -0.035 -1.67 1.82 -3.26
O -1.697 -1.864 -0.739 -0.15 0.15 0.52
F 1.721 2.199 -1.000 -0.01 -1.39 1.05
F -1.377 0.672 1.369 -0.27 -0.89 -0.25
F -2.463 0.377 -0.743 1.10 -1.85 0.88
H 2.508 -0.938 0.259 0.36 -1.48 0.63
```
Forces are in eV/Å.

Results
Orbital gap ... 9.21 eV
Multiplicity ... 1
Relative energy (zero: lowest compared OMol25 entry of this formula, charge and spin) ... 770.1 kJ/mol



[6]
Below is C20H19IIrN5O3Te4 as an isolated structure at a distorted geometry, with properties calculated with the ωB97M-V functional and the def2-TZVPD basis.

Structure (XYZ):
```
53
Properties=species:S:1:pos:R:3:forces:R:3
Ir -0.631 0.678 -0.468 -0.69 0.32 -0.13
O -0.919 1.422 3.836 0.32 0.02 0.34
C -0.565 1.251 2.693 -0.28 -0.24 -0.02
N -1.266 0.589 1.734 0.33 0.04 -0.68
C -2.166 -0.396 1.997 0.21 -0.21 0.16
O -2.111 -1.216 2.887 -0.29 0.11 0.08
C -3.250 -0.471 0.950 -0.29 -0.42 0.17
C -4.458 -1.080 1.259 0.11 0.06 -0.09
C -5.430 -1.162 0.277 0.13 0.06 -0.03
C -5.153 -0.642 -0.981 0.06 0.02 -0.05
C -3.913 -0.064 -1.208 -0.19 -0.07 -0.11
N -2.986 0.021 -0.260 0.24 -0.10 0.07
C 0.682 1.907 2.155 0.35 0.30 0.22
C 1.732 2.196 3.019 0.00 0.05 -0.12
C 2.870 2.794 2.505 -0.20 -0.03 -0.09
C 2.888 3.160 1.165 -0.05 -0.06 0.05
C 1.793 2.855 0.379 0.10 0.23 -0.05
N 0.727 2.219 0.858 0.01 -0.50 0.05
H -4.599 -1.480 2.252 0.00 -0.02 0.05
H -6.379 -1.634 0.491 -0.05 0.02 -0.05
H -5.877 -0.692 -1.781 -0.02 0.01 -0.02
H -3.625 0.328 -2.178 -0.14 0.04 0.01
H 1.638 1.940 4.062 -0.05 -0.06 0.10
H 3.725 2.983 3.135 0.05 0.07 0.09
H 3.737 3.666 0.736 0.07 0.06 -0.06
H 1.763 3.133 -0.669 -0.02 -0.09 0.01
Te -2.138 2.955 0.358 0.04 0.30 -0.72
Te -1.406 4.798 -1.366 -0.26 0.66 0.52
Te -0.501 3.659 -3.635 0.06 -1.13 -0.45
Te -0.755 1.001 -3.493 0.20 0.77 0.83
C 4.680 0.076 -2.784 0.06 -0.12 -0.50
N 3.799 0.163 -1.640 0.23 -0.03 0.18
C 4.426 0.069 -0.341 0.02 -0.03 0.50
C 2.489 0.244 -1.780 -0.45 0.03 -0.31
O 1.691 0.308 -0.842 -0.09 -0.06 0.00
H 5.700 0.251 -2.451 -0.02 0.09 -0.05
H 4.421 0.820 -3.535 0.03 0.02 -0.01
H 4.638 -0.914 -3.239 0.05 -0.03 -0.01
H 5.083 -0.802 -0.309 -0.03 0.06 -0.03
H 3.661 -0.044 0.425 0.04 0.08 -0.07
H 5.014 0.969 -0.144 -0.01 -0.08 0.02
H 2.143 0.255 -2.826 0.10 0.03 0.05
I 1.319 -1.578 1.748 -0.07 -0.37 0.21
C -0.173 -2.490 0.593 0.40 0.13 0.27
C -0.520 -3.799 0.889 -0.08 -0.09 -0.08
C -1.418 -4.438 0.054 0.06 0.24 -0.02
C -1.914 -3.746 -1.043 0.01 0.12 -0.06
C -1.524 -2.434 -1.234 -0.16 -0.29 -0.21
N -0.682 -1.801 -0.417 0.36 0.27 0.03
H -0.088 -4.300 1.741 0.02 0.02 0.04
H -1.712 -5.458 0.245 -0.03 -0.09 0.02
H -2.586 -4.219 -1.742 -0.07 0.00 -0.06
H -1.875 -1.853 -2.079 -0.10 -0.07 0.03
```
Forces are in eV/Å.

Results
Orbital gap (spin up / spin down) ... 5.98 / 5.42 eV
Multiplicity ... 6
Net charge ... +1
Relative energy (zero: lowest compared OMol25 entry of this formula, charge and spin) ... 166.7 kJ/mol



What is the formula in the fourth record? C34H37AsCl2F6GeN8NaO5S2Se